Record 1
This record from the Open Molecules 2025 dataset describes a molecular structure, C24H37BF4KN5OSSi. The level of theory is ωB97M-V with the def2-TZVPD basis set.

```
75
C24H37BF4KN5OSSi (ωB97M-V with the def2-TZVPD basis set)
K 0.1277 -0.5262 -0.4893
C -2.9003 5.9776 2.0759
Si -1.1751 5.5626 1.4589
C -1.1133 5.6240 -0.4151
C -0.1066 7.0040 2.0808
C -0.3416 4.0116 2.0907
C 0.9105 4.0276 2.6785
C 1.5575 2.8471 3.0393
C 0.8995 1.6608 2.7866
N -0.3146 1.6007 2.2290
C -0.9622 2.7375 1.8669
S -2.5106 2.6017 1.1327
H -3.0803 7.0552 1.9862
H -3.0242 5.6948 3.1259
H -3.6464 5.4327 1.4976
H -1.6238 6.5131 -0.8032
H -1.6030 4.7365 -0.8192
H -0.0773 5.6397 -0.7675
H -0.5133 7.9570 1.7236
H 0.9280 6.9297 1.7279
H -0.0882 7.0380 3.1765
H 1.4072 4.9775 2.8579
H 2.5430 2.8487 3.4857
H 1.3431 0.6966 3.0211
C -2.7552 -3.5495 2.6249
N -1.3953 -3.0839 2.7977
C -0.2966 -3.9229 3.2033
C 0.8823 -2.9330 3.1466
O 2.0046 -3.2185 3.5194
N 0.4359 -1.7494 2.6330
C -0.8827 -1.8810 2.4296
N -1.6129 -0.8931 1.9218
H -2.9236 -4.3744 3.3182
H -2.9593 -3.8750 1.6068
H -3.4601 -2.7544 2.8781
H -0.1247 -4.7569 2.5178
H -0.4234 -4.3100 4.2156
H -1.2291 0.0776 2.0179
H -2.5909 -1.0297 1.7331
C 1.9530 -4.8415 -0.9654
C 2.7789 -3.6831 -1.4740
C 4.0508 -3.8963 -2.0245
C 4.7912 -2.8003 -2.4552
C 6.1567 -3.0098 -3.0670
C 4.2917 -1.5075 -2.3477
C 2.9987 -1.2309 -1.8020
C 2.2872 -2.4041 -1.3774
N 2.3735 -0.0557 -1.6415
C 2.9593 1.2167 -2.0130
C 1.9200 2.2831 -1.6347
C 3.2137 1.3523 -3.5276
C 4.2416 1.5561 -1.2268
H 2.3557 -5.7928 -1.3180
H 0.9147 -4.7603 -1.2926
H 1.9561 -4.8601 0.1282
H 4.4521 -4.9021 -2.1075
H 6.4595 -4.0567 -3.0000
H 6.9132 -2.4028 -2.5627
H 6.1599 -2.7246 -4.1228
H 4.9195 -0.7008 -2.7008
H 1.3002 -2.2635 -0.9587
H 0.9723 2.0765 -2.1415
H 2.2532 3.2855 -1.9221
H 1.7450 2.2755 -0.5531
H 2.2854 1.1420 -4.0651
H 3.9681 0.6483 -3.8803
H 3.5433 2.3677 -3.7781
H 4.0361 1.4713 -0.1565
H 4.5643 2.5819 -1.4413
H 5.0647 0.8815 -1.4633
F -2.1494 -1.8824 -2.2107
B -2.7589 -2.9243 -1.4774
F -4.0162 -3.2398 -2.0249
F -1.9235 -4.0621 -1.4658
F -2.9254 -2.4610 -0.1358
```

Properties
- M: 597.65 g/mol
- LUMO: 4.2 eV
- Multiplicity: 1
- Calculated total energy: -81583.2891 eV
- Energy relative to the best compared isomer or geometry (same formula, charge and spin): 0.873 eV
- Gap between HOMO and LUMO: 5.55 eV
- Total charge: -2

In elementary charge units, the Mulliken charges are: number 1, K, carries 0.76; number 2, C, carries -1.01; number 3, Si, carries 0.09; number 4, C, carries -0.96; number 5, C, carries -1.17; number 6, C, carries 0.49; number 7, C, carries 0.15; number 8, C, carries -1.00; number 9, C, carries -0.36; number 10, N, carries -0.41; number 11, C, carries -0.44; number 12, S, carries -0.52; number 13, H, carries 0.30; number 14, H, carries 0.32; number 15, H, carries 0.28; number 16, H, carries 0.31; number 17, H, carries 0.29; number 18, H, carries 0.29; number 19, H, carries 0.30; number 20, H, carries 0.28; number 21, H, carries 0.30; number 22, H, carries 0.27; number 23, H, carries 0.39; number 24, H, carries 0.42; number 25, C, carries -1.03; number 26, N, carries 0.18; number 27, C, carries -0.40; number 28, C, carries 0.26; number 29, O, carries -0.73; number 30, N, carries -0.34; number 31, C, carries 0.16; number 32, N, carries 0.10; number 33, H, carries 0.37; number 34, H, carries 0.27; number 35, H, carries 0.35; number 36, H, carries 0.30; number 37, H, carries 0.30; number 38, H, carries 0.48; number 39, H, carries 0.17; number 40, C, carries -1.43; number 41, C, carries -0.24; number 42, C, carries -0.92; number 43, C, carries 0.19; number 44, C, carries -1.62; number 45, C, carries 0.04; number 46, C, carries 1.43; number 47, C, carries 0.14; number 48, N, carries -0.29; number 49, C, carries 1.78; number 50, C, carries -2.06; number 51, C, carries -1.66; number 52, C, carries -1.57; number 53, H, carries 0.36; number 54, H, carries 0.28; number 55, H, carries 0.21; number 56, H, carries 0.18; number 57, H, carries 0.36; number 58, H, carries 0.32; number 59, H, carries 0.30; number 60, H, carries 0.42; number 61, H, carries -0.34; number 62, H, carries 0.33; number 63, H, carries 0.45; number 64, H, carries 0.26; number 65, H, carries 0.38; number 66, H, carries 0.34; number 67, H, carries 0.40; number 68, H, carries 0.34; number 69, H, carries 0.42; number 70, H, carries 0.33; number 71, F, carries -0.38; number 72, B, carries 0.51; number 73, F, carries -0.37; number 74, F, carries -0.41; number 75, F, carries -0.30

Record 2
This record from the Open Molecules 2025 dataset describes C24H37ClIN3O7S2 in the gas phase. The level of theory is ωB97M-V with the def2-TZVPD basis set.

```
75
C24H37ClIN3O7S2 (ωB97M-V with the def2-TZVPD basis set)
C -1.6396 -0.0229 -5.8026
C -1.4532 1.4388 -5.2879
C -0.1247 1.6490 -4.5070
C -0.4154 1.8446 -2.9934
C -0.6378 0.4650 -2.3443
C 0.5914 -0.0059 -1.4922
C 0.3811 0.1604 0.0100
O 1.6922 0.4347 0.5784
S 1.4412 1.5289 1.7615
O 2.7197 1.9058 2.2741
O 0.7633 0.6075 2.9569
C -0.6456 0.4176 2.8730
N -0.9924 -0.0144 4.2366
C -1.4473 1.7499 2.6848
C -0.8711 2.9205 3.5683
C -0.9956 4.2801 2.8237
C 0.3432 4.8609 2.3348
S 1.2870 5.7539 3.5891
O 2.1079 4.8073 4.2662
O 1.9966 6.8041 2.9377
Cl -0.0265 6.6692 4.8850
C -1.1065 -0.8068 1.9409
N -1.5129 -1.9366 2.7204
I -3.0721 -0.3035 0.9849
C -0.1522 -1.1615 0.7209
N 0.9209 -2.0545 0.8959
C 1.4419 -2.5651 1.9443
C 1.1451 -4.0274 2.2995
C 2.4780 -1.9417 2.8509
O -1.0123 -1.7372 -0.3409
C -0.7955 -3.0671 -0.5790
O -1.2642 -3.9646 0.0969
C -0.0059 -3.4379 -1.8184
C -0.4954 -3.0884 -3.0493
C 0.1823 -3.4103 -4.2019
C 1.3799 -4.0715 -4.0713
C 1.8974 -4.3962 -2.8457
C 1.2013 -4.0908 -1.7011
H -0.6946 -0.5690 -5.7426
H -2.3352 -0.5235 -5.1197
H -2.0479 -0.0254 -6.8139
H -1.4774 2.1149 -6.1497
H -2.3213 1.7063 -4.6787
H 0.4029 2.5291 -4.8902
H 0.5242 0.7804 -4.6585
H -1.3372 2.4280 -2.9056
H 0.4137 2.3994 -2.5415
H -1.4851 0.4551 -1.6504
H -0.7991 -0.3317 -3.0753
H 0.9372 -0.9954 -1.7939
H 1.3990 0.6898 -1.7556
H -0.2933 1.0140 0.1548
H -1.9960 -0.0703 4.3460
H -0.6018 0.6377 4.9073
H -2.4447 1.6182 3.0922
H -1.4563 2.1291 1.6616
H 0.1555 2.7423 3.9016
H -1.4802 3.0314 4.4709
H -1.6501 4.2100 1.9487
H -1.4758 5.0121 3.4790
H 0.1142 5.5954 1.5562
H 1.0311 4.1330 1.9037
H -0.7668 -2.2754 3.3164
H -1.8811 -2.6667 2.1178
H 1.5676 -4.7106 1.5560
H 0.0761 -4.1981 2.4232
H 1.6176 -4.2976 3.2523
H 3.3952 -2.5266 2.6810
H 2.6988 -0.9143 2.5748
H 2.2114 -2.0673 3.9033
H -1.4367 -2.5476 -3.1151
H -0.2156 -3.1276 -5.1690
H 1.9467 -4.3562 -4.9538
H 2.8540 -4.8960 -2.7330
H 1.5465 -4.3208 -0.7000
```

Properties
- M: 706.07 g/mol
- LUMO: -0.2 eV
- Multiplicity: 1
- Calculated total energy: -86580.5443 eV
- Energy relative to the best compared isomer or geometry (same formula, charge and spin): 1.397 eV
- Gap between HOMO and LUMO: 8.57 eV

In elementary charge units, the Mulliken charges are: number 1, C, carries -0.91; number 2, C, carries -0.56; number 3, C, carries -0.89; number 4, C, carries -1.12; number 5, C, carries 0.47; number 6, C, carries -1.91; number 7, C, carries 0.13; number 8, O, carries -0.54; number 9, S, carries 0.93; number 10, O, carries -0.77; number 11, O, carries -0.59; number 12, C, carries 1.61; number 13, N, carries -0.69; number 14, C, carries -1.32; number 15, C, carries -0.96; number 16, C, carries -0.98; number 17, C, carries -0.42; number 18, S, carries 1.11; number 19, O, carries -0.49; number 20, O, carries -0.57; number 21, Cl, carries -0.23; number 22, C, carries -1.62; number 23, N, carries -0.29; number 24, I, carries 0.03; number 25, C, carries 2.14; number 26, N, carries -0.06; number 27, C, carries 0.28; number 28, C, carries -1.15; number 29, C, carries -1.46; number 30, O, carries -0.23; number 31, C, carries 0.12; number 32, O, carries -0.59; number 33, C, carries 0.16; number 34, C, carries 0.20; number 35, C, carries -0.68; number 36, C, carries -0.48; number 37, C, carries -0.77; number 38, C, carries 0.05; number 39, H, carries 0.13; number 40, H, carries 0.20; number 41, H, carries 0.39; number 42, H, carries 0.41; number 43, H, carries 0.34; number 44, H, carries 0.44; number 45, H, carries 0.37; number 46, H, carries 0.47; number 47, H, carries 0.40; number 48, H, carries 0.36; number 49, H, carries -0.46; number 50, H, carries 0.33; number 51, H, carries 0.84; number 52, H, carries 0.05; number 53, H, carries 0.30; number 54, H, carries 0.35; number 55, H, carries 0.56; number 56, H, carries 0.34; number 57, H, carries 0.80; number 58, H, carries 0.38; number 59, H, carries 0.43; number 60, H, carries 0.51; number 61, H, carries 0.43; number 62, H, carries 0.03; number 63, H, carries 0.21; number 64, H, carries 0.41; number 65, H, carries 0.28; number 66, H, carries 0.24; number 67, H, carries 0.46; number 68, H, carries 0.50; number 69, H, carries 0.23; number 70, H, carries 0.38; number 71, H, carries 0.43; number 72, H, carries 0.46; number 73, H, carries 0.37; number 74, H, carries 0.42; number 75, H, carries 0.22

Record 3
This record from the Open Molecules 2025 dataset describes a molecular structure, C24H38BrNO4P2RuS2. The level of theory is ωB97M-V with the def2-TZVPD basis set.

```
73
C24H38BrNO4P2RuS2 (ωB97M-V with the def2-TZVPD basis set)
Ru -0.1434 -0.8534 -0.1219
O 1.7640 -2.0672 0.1913
N 2.6890 -1.2153 0.6489
C 3.9217 -1.2282 0.1028
C 4.8746 -0.3375 0.5114
C 4.5667 0.5820 1.5119
C 3.3096 0.5687 2.0769
C 2.3475 -0.3417 1.6358
S 0.7223 -0.4581 2.2164
H 4.0676 -1.9661 -0.6703
H 5.8465 -0.3525 0.0377
H 5.3067 1.2998 1.8414
H 3.0210 1.2591 2.8563
C -0.6003 -3.7257 -1.4729
P -1.8798 -2.4589 -1.1070
C -3.1664 -3.4436 -0.2885
C -2.6469 -2.1161 -2.7355
C -1.6123 -1.6097 -3.7374
P -0.4189 -0.4581 -2.9368
C -1.2469 1.1588 -3.1279
C 0.8584 -0.3979 -4.2345
H -1.0287 -4.5903 -1.9846
H -0.1688 -4.0543 -0.5262
H 0.2049 -3.3047 -2.0716
H -3.4888 -4.2339 -0.9666
H -4.0130 -2.8068 -0.0334
H -2.7703 -3.8791 0.6271
H -3.4231 -1.3645 -2.5690
H -3.1353 -3.0273 -3.0813
H -2.0812 -1.1111 -4.5878
H -1.0241 -2.4437 -4.1263
H -1.5260 1.3114 -4.1726
H -0.5742 1.9551 -2.8112
H -2.1395 1.2000 -2.4993
H 0.3722 -0.3596 -5.2108
H 1.4863 -1.2874 -4.1755
H 1.4894 0.4764 -4.0948
C -0.6664 -0.9130 6.1703
C -1.5865 -0.4108 5.0565
C -1.9307 -1.5544 4.1137
S -3.0106 -1.2372 2.6817
O -2.0709 -1.3976 1.4872
C -3.4440 0.5215 2.8702
C -2.5547 1.5393 2.1534
C -2.7920 1.6073 0.6428
H -0.4080 -0.0960 6.8432
H 0.2592 -1.3210 5.7571
H -1.1517 -1.6954 6.7589
H -1.0810 0.3886 4.5066
H -2.4905 0.0032 5.5056
H -2.4291 -2.3621 4.6561
H -1.0330 -1.9560 3.6395
H -3.4818 0.6946 3.9459
H -4.4644 0.5737 2.4815
H -1.5067 1.3281 2.3571
H -2.7732 2.5160 2.5851
H -2.5070 0.6812 0.1537
H -2.2097 2.4157 0.1981
H -3.8500 1.7812 0.4222
Br 4.5538 6.1688 -3.0737
C 3.6126 4.6607 -2.4404
C 4.1137 3.3925 -2.6983
C 3.4106 2.2882 -2.2408
C 2.2213 2.4533 -1.5348
C 1.7395 3.7324 -1.2833
C 2.4354 4.8437 -1.7360
C 1.4450 1.2589 -1.0918
O 0.4497 1.4159 -0.3286
O 1.7618 0.1071 -1.4987
H 5.0311 3.2754 -3.2600
H 3.7708 1.2836 -2.4311
H 0.8123 3.8517 -0.7333
H 2.0646 5.8425 -1.5494
```

Properties
- ⟨S²⟩: 8.764
- M: 711.63 g/mol
- LUMO (spin up / spin down): -2.0 / -4.2 eV
- Multiplicity: 6
- Calculated total energy: -148049.7746 eV
- Energy relative to the best compared isomer or geometry (same formula, charge and spin): 1.354 eV
- Gap between HOMO and LUMO (spin up / spin down): 8.23 / 6.68 eV
- Total charge: +1

In elementary charge units, the Mulliken charges are: number 1, Ru, carries 0.99; number 2, O, carries -0.80; number 3, N, carries 0.69; number 4, C, carries -0.14; number 5, C, carries -0.86; number 6, C, carries -0.27; number 7, C, carries -0.99; number 8, C, carries 0.17; number 9, S, carries -0.32; number 10, H, carries 0.44; number 11, H, carries 0.46; number 12, H, carries 0.43; number 13, H, carries 0.49; number 14, C, carries -1.47; number 15, P, carries 1.29; number 16, C, carries -1.39; number 17, C, carries -0.95; number 18, C, carries -0.95; number 19, P, carries 0.95; number 20, C, carries -1.33; number 21, C, carries -1.55; number 22, H, carries 0.45; number 23, H, carries 0.32; number 24, H, carries 0.37; number 25, H, carries 0.52; number 26, H, carries 0.36; number 27, H, carries 0.33; number 28, H, carries 0.41; number 29, H, carries 0.57; number 30, H, carries 0.57; number 31, H, carries 0.39; number 32, H, carries 0.47; number 33, H, carries 0.25; number 34, H, carries 0.31; number 35, H, carries 0.49; number 36, H, carries 0.32; number 37, H, carries 0.36; number 38, C, carries -1.56; number 39, C, carries -0.07; number 40, C, carries -0.65; number 41, S, carries 0.08; number 42, O, carries -0.06; number 43, C, carries -0.98; number 44, C, carries -0.06; number 45, C, carries -0.95; number 46, H, carries 0.40; number 47, H, carries 0.33; number 48, H, carries 0.38; number 49, H, carries 0.17; number 50, H, carries 0.36; number 51, H, carries 0.61; number 52, H, carries 0.24; number 53, H, carries 0.41; number 54, H, carries 0.53; number 55, H, carries -0.06; number 56, H, carries 0.52; number 57, H, carries -0.04; number 58, H, carries 0.24; number 59, H, carries 0.53; number 60, Br, carries -0.17; number 61, C, carries 0.09; number 62, C, carries -0.80; number 63, C, carries -0.20; number 64, C, carries 0.08; number 65, C, carries -0.18; number 66, C, carries -0.64; number 67, C, carries 0.93; number 68, O, carries -0.87; number 69, O, carries -0.76; number 70, H, carries 0.44; number 71, H, carries 0.48; number 72, H, carries 0.41; number 73, H, carries 0.45